1.
DFT (ωB97M-V/def2-TZVPD) results for C5H5NOS in the gas phase at a distorted geometry.

The relative energy (zero: lowest compared OMol25 entry of this formula, charge and spin) is 61.2 kcal per mole. The value obtained for the molar mass is 127.2 g/mol. As for the structure (SMILES): C=C(SC#N)C(C)=O. The value obtained for the total energy is -19636.336 eV. The value obtained for the HOMO energy is -10.16 eV. The value obtained for the LUMO energy is -0.25 eV.

Each line ends with the Mulliken charge.
Geometry (Å):
S -1.6970 0.4383 1.1221  -0.0531
O 2.2825 0.7930 0.5956  -0.5176
N -3.2904 -0.2221 -1.1413  -0.4059
C 1.2326 0.1816 0.5431  0.4650
C -2.6187 -0.0234 -0.2233  0.4160
C -0.0481 0.6856 0.0020  0.2129
C 1.0305 -1.3530 0.7460  -1.0344
C -0.0266 1.3458 -1.1247  -0.6924
H 0.0240 -1.7289 0.6881  0.3645
H 1.0294 1.4835 -1.4498  0.2738
H -0.9648 1.6771 -1.5143  0.3293
H 1.6908 -1.7825 0.0116  0.3137
H 1.3558 -1.4949 1.7450  0.3281



2.
DFT (ωB97M-V/def2-TZVPD) results for an isolated ion of composition C3H3N2O2S and charge -1 at a distorted geometry.

The relative energy (zero: lowest compared OMol25 entry of this formula, charge and spin) is 7.9 kcal per mole. The value obtained for the molar mass is 131.1 g/mol. As for the structure (SMILES): CN([S-])C(=O)N=C=O. The value obtained for the total energy is -21071.261 eV. The value obtained for the HOMO energy is -2.94 eV. As for the total charge: -1. The value obtained for the LUMO energy is 3.79 eV.

Each line ends with the Mulliken charge.
Geometry (Å):
S 0.1383 -1.2361 2.3428  -0.6229
O 2.4393 0.6868 -0.1055  -0.6707
O 3.1447 -1.2170 4.1079  -0.4829
N 2.9556 -0.2074 1.9898  -0.4205
N 0.8503 -0.2778 1.1208  -0.0670
C 2.0978 0.0765 0.8827  0.6669
C 2.9102 -0.7539 3.0624  0.6534
C -0.0506 -0.1355 -0.0709  -1.1068
H -0.9253 0.5291 0.0643  0.2939
H 0.3898 0.4573 -0.8288  0.3866
H -0.3371 -1.0031 -0.5414  0.3701



3.
DFT (ωB97M-V/def2-TZVPD) results for a 20-piece molecular cluster, C70H120O40 overall at a distorted geometry.

The value obtained for the molar mass is 1601.7 g/mol. The value obtained for the total energy is -156436.758 eV. The value obtained for the HOMO energy is -9.56 eV. The value obtained for the LUMO energy is 0.05 eV.

Each line ends with the Mulliken charge.
Geometry (Å):
O -1.4908 3.7825 -1.9328  0.0791
O 1.1933 2.9193 4.4006  -0.6700
O 4.8057 1.5705 -2.1179  -0.3155
O 4.4912 -7.5844 4.0979  -0.5046
O -1.4209 -3.3587 1.3263  0.3605
O -4.7837 3.8414 -4.7169  -0.5848
O -2.8458 -0.8965 6.4994  -0.6572
O -4.3228 -2.9763 -3.8199  -0.6433
O -0.0740 8.9574 -4.6637  -0.5963
O 6.7342 -4.3787 -1.1057  -0.3601
O -4.1469 -0.8569 0.2491  -0.2259
O 5.2110 1.5879 5.7327  -0.5950
O -6.1262 0.9590 -3.8255  -0.5295
O -2.7890 -3.0098 3.0415  -0.3905
O 5.4195 -5.6089 -2.5230  -0.6294
O 3.5686 1.7726 -0.2484  -0.4763
O 2.6580 1.6945 -2.2406  0.5487
O 3.0501 -1.7707 -5.6378  -0.6152
O -5.5840 -5.6112 0.2845  -0.5997
O 0.3128 -0.5426 -2.3754  -0.1187
O -3.0833 0.2947 1.8169  0.7752
O 2.7384 -4.9724 1.0234  0.8145
O 4.9104 -3.4867 -2.0358  -0.0976
O -7.9903 0.6062 -5.0853  -0.5977
O 4.7764 -4.5882 1.8660  -0.5528
O 2.6645 -6.1509 4.0397  -0.0824
O 0.0267 5.3165 -1.0979  -0.2764
O 3.8593 6.9067 2.1223  -0.6307
O 6.1719 -2.1815 4.2333  -0.4235
O -7.9057 0.0834 -2.8714  -0.4131
O -1.7639 7.5499 -3.9523  -0.2453
O 0.5232 4.1717 -2.9548  -0.0953
O -1.6943 9.6681 -3.2851  -0.3506
O -0.6531 -2.0538 3.0648  0.0525
O 2.5354 -8.1144 5.2263  -0.3510
O 6.5781 -1.1774 2.1481  -0.5831
O 4.4004 -1.5509 3.0059  0.4762
O -4.9526 -0.6897 2.3857  -0.4282
O 4.2844 -6.3778 0.4562  -0.3161
O -5.6506 2.8314 1.6359  -0.5764
C 3.0495 -7.0087 -0.0040  -0.7088
C 1.7996 -2.7130 -3.8822  0.0006
C 1.1201 5.9581 -1.6694  -0.0626
C 5.7988 -1.5664 3.0233  0.2124
C 0.3198 -5.5736 3.8033  -0.6189
C -3.1158 6.5423 -2.2287  -0.7010
C 2.5955 -2.7286 3.8013  0.5858
C -3.0915 -1.0619 -4.4733  0.4140
C -3.6583 3.7071 -5.2023  0.6427
C -4.7568 1.6551 -1.9390  0.4543
C -5.5855 -3.5026 -0.9434  -0.1399
C -2.8086 9.1190 -2.5878  -0.4885
C -1.7092 -1.3311 6.2635  1.0245
C -2.8699 2.4090 -5.1368  0.1680
C 1.5377 0.7725 3.4908  0.1624
C 7.1648 1.8137 4.3665  -1.2627
C 3.6375 1.6606 -1.4571  -0.1836
C 4.0234 6.0158 1.2629  0.7135
C -4.0918 -0.4585 1.3784  -0.2705
C -3.8737 3.8824 0.3835  0.4011
C 5.6878 -4.5522 -1.9710  0.4487
C 0.8644 -0.3531 -0.0195  1.3673
C -1.0726 8.7267 -3.9891  0.5666
C 4.5895 1.5270 -3.4976  0.1707
C -5.6706 0.5735 -2.5848  1.3798
C 6.7262 -3.0623 -0.6253  0.1891
C 4.4854 -1.6579 -0.6255  0.7267
C -3.1681 0.4550 3.2229  1.5228
C 3.2224 4.7225 1.3002  0.3187
C 4.0093 -5.3066 1.2212  -0.2776
C 1.6147 5.0669 -2.7972  1.1646
C -3.0175 1.9665 3.5903  -1.4715
C -1.2946 0.6292 -1.0366  2.2981
C -2.9714 7.6958 -3.1840  0.3885
C 5.2312 0.2559 -4.0795  -0.9465
C 5.7279 2.0030 4.7383  0.5046
C 2.0173 5.7555 -4.0816  -1.7629
C -3.2713 -2.3298 -3.6518  0.1642
C -6.9805 0.1784 -1.8631  -0.1472
C -2.2893 -5.4311 0.7672  -1.6136
C 4.7891 2.6111 3.7408  -0.1613
C 1.5035 -5.2203 -0.9918  -1.5026
C -5.8422 -5.8074 -2.0667  -1.3664
C 3.3303 -7.3804 4.4098  0.3506
C -2.6402 -3.9836 0.9345  1.2367
C 3.0331 1.6024 -3.5846  0.7245
C -1.5602 -2.7414 2.5207  -0.1607
C 2.0442 -5.9333 0.2789  1.0134
C 1.4065 -6.0959 4.7056  0.3408
C -0.4193 4.3813 -1.9750  -0.2047
C -3.5696 -3.6772 2.0986  -0.1378
C 1.2636 -7.4518 5.3430  -0.4862
C -2.3030 -2.7120 -2.5482  1.3303
C 0.4080 2.6367 2.1770  0.3312
C -7.3945 0.5570 -4.0233  0.4353
C 0.7640 -0.9775 -5.5225  -0.8915
C -2.9517 4.8732 -5.8123  -0.7411
C 5.0215 -2.7256 4.8657  -0.3843
C -0.0261 -0.1536 -1.2433  0.5592
C 3.8777 -1.8957 4.2215  -0.2421
C -5.2944 3.8086 0.9291  0.7099
C -0.5614 -0.3562 6.1922  -0.6205
C 5.1563 6.0843 0.2822  -1.2075
C 1.9742 -1.8527 -5.0878  0.4555
C 5.5636 -2.3857 -1.4070  0.1185
C -1.4089 -2.8411 6.2407  -0.7533
C -4.5539 -0.1307 3.6041  -0.4110
C 1.0988 2.1657 3.4760  0.0583
C -5.6848 -5.0161 -0.7926  0.5087
C -6.1833 4.9444 0.5283  -1.3836
H -2.0631 2.6030 -4.4299  -0.1041
H -7.3123 1.0575 -1.3108  0.3557
H 2.5115 4.5278 -2.4918  -0.1930
H 6.2859 0.0983 -3.8543  0.3606
H 2.8865 -3.7078 3.4209  -0.6703
H 3.8938 3.8804 1.4682  -0.2258
H -2.6417 -3.6024 -2.0185  0.2950
H -6.9490 -0.6875 -1.2019  0.1797
H -6.9136 5.1858 1.3006  0.4217
H -1.5232 1.2257 -1.9198  -0.5418
H -4.0215 6.6405 -1.6303  0.3608
H 2.7300 -7.9082 0.5222  0.2801
H -2.2442 5.1856 -5.0442  -0.1468
H -6.6674 -5.4482 -2.6816  0.4165
H 0.3149 -6.1545 2.8810  0.2484
H 1.1616 2.7581 1.3990  -0.4403
H -2.1091 -0.8102 -4.8730  -0.0379
H -5.6801 5.8515 0.1936  0.3363
H 7.6865 -2.5597 -0.7408  0.3339
H 0.1007 -0.5686 5.3528  -0.3397
H -4.0093 -4.5633 2.5565  0.5678
H 3.8124 -1.1738 -1.3331  -0.8043
H 7.7395 2.6607 4.7411  0.4107
H -2.1176 -5.8255 1.7687  0.4917
H 3.6582 -0.9682 4.7504  0.3975
H 1.6335 -1.0710 -0.3044  -0.8078
H -0.3516 1.9418 1.8188  -0.6491
H -3.7641 -1.1659 -5.3247  0.5036
H -3.3923 -0.2055 -3.8699  -0.7325
H 0.2716 -0.7377 0.8105  -0.1424
H 0.8480 6.9039 -2.1381  0.2156
H 2.0940 -2.1594 3.0186  -0.3965
H -3.6742 5.6467 -6.0725  0.2985
H -4.7528 1.5060 -0.8593  -0.3422
H 4.9702 -3.8143 4.8537  0.1422
H 0.7774 -3.0129 -3.6517  0.0908
H -6.0769 -3.0432 -0.0857  0.2972
H 0.5580 -4.5361 3.5690  -0.2858
H -0.0340 3.6115 2.3834  0.5863
H -1.3625 -5.5583 0.2078  0.0405
H -2.5717 2.1106 -6.1418  0.6700
H 2.7375 2.4917 -4.1413  0.0463
H -0.8960 -3.0848 7.1711  0.5310
H 2.1652 -2.0610 -3.0890  -0.4917
H 0.9231 -0.6446 -6.5482  0.4273
H 1.5739 -5.3557 5.4880  0.1656
H 0.0132 -0.3834 7.1181  0.5822
H 1.3308 0.5782 0.3014  -0.8067
H -2.4408 4.5503 -6.7194  0.4621
H 5.1946 0.0911 -5.1564  0.4531
H 5.8763 6.8324 0.6141  0.4070
H -3.3976 2.9021 0.4054  -0.7039
H -3.9532 4.1811 -0.6617  -0.4154
H -5.3199 2.5807 -2.0589  0.4776
H -3.7253 9.7070 -2.6329  0.3534
H -3.9516 2.4612 3.3244  0.3055
H 1.0806 -7.2157 6.3913  0.3422
H -0.1781 -1.5188 -5.4362  0.3527
H -1.1248 1.3511 -0.2377  -0.4791
H 0.7560 0.0580 3.2329  -0.3267
H 4.8947 2.4674 -3.9565  0.3379
H -0.6598 -5.6433 4.2763  0.5568
H 6.0240 -1.8052 -2.2065  -0.1396
H -6.1884 -3.1486 -1.7796  0.6883
H 0.7626 -0.1027 -4.8722  -0.0426
H -0.8938 -3.1489 5.3307  -0.2932
H 2.6795 0.7155 -4.1104  -0.8035
H 4.7970 1.9540 2.8712  -0.0670
H 5.7936 5.2048 0.3752  0.3365
H 4.8899 -0.7849 -0.1133  0.4390
H -0.9129 0.6664 6.0558  0.2823
H -2.3378 6.4828 -1.4676  0.2037
H -3.0617 -5.9907 0.2396  0.3703
H 4.9771 3.6498 3.4693  0.5568
H 7.4256 0.9199 4.9332  0.3438
H -3.0695 5.6014 -2.7771  -0.1394
H 6.4600 -3.0940 0.4312  -0.1360
H 2.5768 4.8990 2.1604  0.3745
H -2.1881 2.4833 3.1074  0.0015
H -4.9811 -5.6971 -2.7258  0.2399
H -5.2653 0.6281 3.9300  0.4072
H 0.9094 -5.9601 -1.5283  0.5511
H 0.8215 -4.4028 -0.7580  -0.0265
H 1.2376 -6.4346 0.8138  0.0383
H -2.1430 -0.0272 -0.8430  -1.1026
H 1.9756 0.4855 4.4468  0.5942
H -2.6118 9.0545 -1.5176  0.2920
H 3.8394 2.5614 4.2734  0.0467
H 7.4263 1.5578 3.3398  0.2905
H -3.3212 4.5735 1.0200  0.9751
H 4.6906 -0.5758 -3.6278  -0.1538
H 2.3233 5.0028 -4.8082  0.3678
H -2.3611 -3.3700 6.1987  0.3536
H -6.0895 -6.8477 -1.8551  0.4055
H -5.0544 -0.2965 -2.8116  -0.8100
H -4.4291 -0.9170 4.3485  0.2325
H -3.7561 1.8633 -2.3175  -0.5578
H 2.3574 -4.8793 -1.5773  0.3605
H -1.3317 -2.8722 -3.0162  -0.3745
H 4.9982 -2.4207 5.9120  0.4686
H -3.5302 1.6250 -4.7662  -0.5378
H -3.8010 7.6993 -3.8910  0.2954
H 1.9159 6.1540 -0.9509  -0.0026
H 4.7564 6.3345 -0.7004  0.2112
H -2.3797 -2.0036 -1.7234  -0.5178
H 2.4460 -3.5809 -4.0131  0.6080
H -4.3713 -3.0052 1.7922  -0.0365
H 3.0678 -7.2363 -1.0698  0.3273
H 2.6434 4.4824 0.4085  -0.2641
H 2.8147 6.4876 -3.9542  0.3991
H 2.3813 0.7089 2.8034  0.2860
H -2.9463 2.0364 4.6757  0.4619
H 1.9393 -2.9759 4.6358  0.3966
H -2.8430 -3.5764 -0.0560  -1.1055
H -4.5483 -3.1876 -1.0580  -0.2707
H 3.9944 -2.2439 0.1514  -0.1138
H -2.3286 -0.0828 3.6634  -1.0739
H 0.4363 -7.9668 4.8546  0.3126
H 1.2148 6.3484 -4.5203  0.3048
H -6.8347 4.6410 -0.2913  0.3010